[1]
This record from OMol25 describes an isolated ion of composition C4H7NO2S and charge +1 at a distorted geometry. The level of theory is wB97M-V/def2-TZVPD.

Gap between HOMO and LUMO (alpha / beta) ... 9.5 / 4.2 eV
Max |F| ... 2.307 eV/A
HOMO (alpha / beta) ... -13.8720 / -13.8649 eV
M ... 133.17 g/mol
ΔE to the lowest compared entry with this formula, charge and spin ... 20.0 kJ/mol
Multiplicity ... 2
Net charge ... +1
LUMO energy (alpha / beta) ... -4.356 / -9.632 eV

The geometry in XYZ format:
```
15
C4H7NO2S, DFT wB97M-V/def2-TZVPD
O -0.5665 -1.9372 -0.2355
C -0.0919 -0.8500 -0.5265
N 0.5516 -0.7471 -1.7473
C 1.2111 0.3473 -2.2780
O 1.6589 0.3237 -3.3869
C -0.2561 0.2908 0.4220
C -0.9122 -0.2035 1.7203
S -1.1041 1.0632 2.9711
H 0.6235 -1.6218 -2.2441
H 1.2275 1.2115 -1.5857
H -0.7098 1.1767 -0.0178
H 0.7218 0.6749 0.7272
H -0.2858 -1.0255 2.1170
H -1.8788 -0.6681 1.4965
H -0.1892 1.9651 2.5675
```

---

[2]
This record from OMol25 describes C29H33IrN6O3S as an isolated structure at a distorted geometry. The level of theory is wB97M-V/def2-TZVPD.

Gap between HOMO and LUMO (alpha / beta) ... 7.3 / 5.9 eV
Max |F| ... 1.310 eV/A
HOMO (alpha / beta) ... -15.4697 / -16.8111 eV
M ... 737.91 g/mol
ΔE to the lowest compared entry with this formula, charge and spin ... 84.9 kJ/mol
Multiplicity ... 6
Net charge ... +3
LUMO energy (alpha / beta) ... -8.208 / -10.916 eV

The geometry in XYZ format:
```
73
C29H33IrN6O3S, DFT wB97M-V/def2-TZVPD
Ir 0.7392 1.1380 -0.3875
N 3.0147 1.2559 -0.6251
C 3.8144 2.3216 0.0543
C 3.3980 3.7350 -0.3168
C 2.0172 4.1613 0.1464
N 0.9422 3.4649 -0.6039
H 3.4047 0.3538 -0.3687
H 3.1632 1.3333 -1.6293
H 4.8639 2.1843 -0.2019
H 3.7193 2.1770 1.1313
H 3.4990 3.8890 -1.3984
H 4.1219 4.4051 0.1498
H 1.9119 5.2383 0.0237
H 1.8882 3.9373 1.2069
H 1.0200 3.6940 -1.5917
H 0.0360 3.8194 -0.3104
O -0.8512 0.7835 -2.1552
S -2.0976 1.0993 -1.4407
O -3.0911 0.0829 -1.3218
N -1.4105 1.4159 0.0395
C -1.9182 1.2752 1.2501
C -3.2930 1.2322 1.5969
C -3.6746 1.1730 2.9236
C -2.7257 1.1270 3.9345
C -1.3291 1.0985 3.6350
C -0.3348 0.9807 4.6217
C 0.9826 0.9180 4.2418
C 1.2958 0.9710 2.8819
N 0.3788 1.1013 1.9322
C -0.9192 1.1666 2.3020
C -2.7343 2.5860 -2.0486
C -4.0524 2.9171 -1.7357
C -4.5551 4.1177 -2.2046
C -3.7528 4.9540 -2.9742
C -2.4489 4.5943 -3.3002
C -1.9239 3.4005 -2.8376
H -4.0360 1.2492 0.8110
H -4.7264 1.1672 3.1754
H -3.0381 1.0980 4.9717
H -0.6147 0.9322 5.6677
H 1.7732 0.8258 4.9731
H 2.3266 0.9094 2.5542
H -4.6782 2.2358 -1.1732
H -5.5784 4.3933 -1.9867
H -4.1551 5.8898 -3.3407
H -1.8513 5.2373 -3.9335
H -0.9285 3.0798 -3.1162
C 0.9926 -5.7384 -1.8959
N 0.5262 -4.3600 -1.6822
N 0.9435 -3.5937 -0.6896
C 0.5681 -2.2290 -1.0094
O 0.8356 -1.3074 -0.2588
C -0.1224 -2.3012 -2.2666
C -0.1287 -3.5931 -2.6545
C -0.6792 -4.2344 -3.8749
C 1.3256 -4.0905 0.5825
C 2.3488 -3.4489 1.2767
C 2.7055 -3.9207 2.5242
C 2.0537 -5.0202 3.0741
C 1.0223 -5.6440 2.3792
C 0.6485 -5.1807 1.1333
H 1.6495 -6.0332 -1.0873
H 1.5341 -5.7706 -2.8395
H 0.1426 -6.4154 -1.9455
H -0.5439 -1.4558 -2.7835
H -1.1938 -3.4924 -4.4792
H -1.3869 -5.0240 -3.6134
H 0.1119 -4.6831 -4.4799
H 2.8804 -2.6236 0.8225
H 3.5124 -3.4458 3.0666
H 2.3506 -5.3939 4.0451
H 0.5005 -6.4853 2.8157
H -0.1897 -5.6352 0.6183
```

---

[3]
This record from OMol25 describes C30H30FeN as an isolated structure at a distorted geometry. The level of theory is wB97M-V/def2-TZVPD.

Gap between HOMO and LUMO (alpha / beta) ... 1.9 / 8.3 eV
Max |F| ... 2.909 eV/A
HOMO (alpha / beta) ... 0.8242 / -5.8891 eV
M ... 460.42 g/mol
Multiplicity ... 5
Net charge ... -1
LUMO energy (alpha / beta) ... 2.697 / 2.401 eV

The geometry in XYZ format:
```
62
C30H30FeN, DFT wB97M-V/def2-TZVPD
C 0.6864 4.6850 0.7609
C 2.0803 4.3011 0.8845
C 2.4036 3.4106 -0.2119
C 1.2095 3.2400 -1.0221
C 0.1428 4.0275 -0.4183
Fe 0.8703 2.7180 0.8409
C -0.5360 2.2553 2.1579
C 0.7824 2.1860 2.7434
C 1.5723 1.2638 1.9618
C 0.7414 0.7308 0.8730
C 1.1146 -0.3510 -0.1806
C 2.6100 -0.7403 -0.0556
C 3.4039 -0.7948 -1.2123
C 4.7180 -1.2727 -1.1311
C 5.3074 -1.5225 0.1152
C 4.5413 -1.4135 1.2794
C 3.1774 -1.1102 1.1743
C -0.5674 1.3746 1.0100
H 0.1721 5.4181 1.3771
H 2.7887 4.6931 1.6113
H 3.3892 3.0115 -0.4439
H 1.1516 2.6953 -1.9597
H -0.8542 4.1673 -0.8284
H -1.3870 2.8055 2.5510
H 1.1172 2.6724 3.6561
H 2.5962 0.9643 2.1768
H 1.0434 0.1591 -1.1533
H 2.9844 -0.4782 -2.1736
H 5.2773 -1.4375 -2.0569
H 6.3640 -1.7779 0.1817
H 4.9836 -1.5612 2.2661
H 2.5600 -1.1094 2.0781
H -1.4374 1.1249 0.4058
C -0.0462 -2.7950 -5.0533
C 1.2586 -3.2537 -4.3976
C 1.1949 -2.8275 -2.9228
N -0.1306 -2.2286 -2.7259
C -0.5963 -1.7920 -1.5514
C 0.2487 -1.5768 -0.2532
C -0.8118 -1.7271 0.8864
C -2.1391 -1.6562 0.2107
C -2.0012 -1.7664 -1.2021
C -3.1688 -1.9138 -1.9684
C -4.4093 -1.8937 -1.3329
C -4.5220 -1.6925 0.0590
C -3.3696 -1.5735 0.8402
C -0.9815 -2.4166 -3.8965
H 0.1244 -1.9168 -5.6870
H -0.4943 -3.5820 -5.6690
H 1.3648 -4.3415 -4.4534
H 2.1271 -2.7952 -4.8776
H 1.3325 -3.6850 -2.2400
H 1.9847 -2.1059 -2.6892
H 0.9254 -2.4449 -0.1517
H -0.6813 -2.7177 1.3638
H -0.7452 -1.0075 1.7092
H -3.1064 -2.0876 -3.0465
H -5.2988 -2.0607 -1.9376
H -5.4996 -1.6345 0.5317
H -3.3789 -1.4386 1.9257
H -1.5694 -1.5227 -4.1473
H -1.6718 -3.2634 -3.7428
```

---

[4]
This record from OMol25 describes C19H20ClIN2Zr as an isolated structure at a distorted geometry. The level of theory is wB97M-V/def2-TZVPD.

Gap between HOMO and LUMO ... 6.1 eV
Max |F| ... 2.522 eV/A
HOMO ... -14.4602 eV
M ... 529.96 g/mol
ΔE to the lowest compared entry with this formula, charge and spin ... 14.6 kJ/mol
Net charge ... +2
LUMO energy ... -8.339 eV

The geometry in XYZ format:
```
44
C19H20ClIN2Zr, DFT wB97M-V/def2-TZVPD
C 2.6234 3.3924 0.1314
C 3.5268 2.2298 -0.2462
H 2.2679 3.9244 -0.7465
H 3.1259 4.0849 0.8156
H 1.7226 3.0487 0.6867
H 3.0551 1.5228 -0.9480
H 4.4196 2.6615 -0.7457
H 3.8353 1.6544 0.6409
C -2.7452 1.3397 -1.0588
C -3.9729 1.2312 -1.6808
C -4.1688 0.1780 -2.5783
C -3.1294 -0.7135 -2.8056
H -2.5466 2.0344 -0.2245
H -4.7443 1.9711 -1.4491
H -5.1285 0.0250 -3.0552
H -3.2920 -1.6374 -3.3490
N -1.6613 0.6241 -1.4812
C -1.8471 -0.4520 -2.3131
C -0.7252 -1.3680 -2.4019
N 0.4279 -0.9662 -1.7567
C 1.4686 -1.8435 -1.5968
C 0.1901 -3.5633 -2.7544
C 1.3542 -3.1407 -2.0941
H 2.3640 -1.4686 -1.0761
H 2.1683 -3.8540 -1.9501
C -0.8526 -2.6632 -2.9081
H -1.8203 -2.9478 -3.3307
H 0.0604 -4.5698 -3.1606
Zr 0.1763 0.7394 -0.3223
I -0.5955 3.1587 1.0194
Cl -2.2437 0.9068 3.1304
C -0.6682 0.2099 3.3582
C 0.0423 0.4949 4.5180
C 1.3661 0.0375 4.6396
C 1.9609 -0.6729 3.5975
C 1.2508 -0.9812 2.4411
C -0.0892 -0.5371 2.2878
C -0.7949 -0.6978 0.9881
H -0.4613 1.0357 5.3292
H 1.9162 0.2387 5.5589
H 2.9866 -1.0289 3.7108
H 1.7368 -1.5393 1.6314
H -1.8578 -0.4167 1.0364
H -0.7012 -1.6818 0.5121
```

---

[5]
This record from OMol25 describes C44H53FeN5P2S3Si as an isolated structure at a distorted geometry. The level of theory is wB97M-V/def2-TZVPD.

Gap between HOMO and LUMO (alpha / beta) ... 6.7 / 6.9 eV
Max |F| ... 2.987 eV/A
HOMO (alpha / beta) ... -6.7197 / -6.9920 eV
M ... 894.02 g/mol
ΔE to the lowest compared entry with this formula, charge and spin ... 188.6 kJ/mol
Multiplicity ... 5
LUMO energy (alpha / beta) ... 0.017 / -0.061 eV

The geometry in XYZ format:
```
109
C44H53FeN5P2S3Si, DFT wB97M-V/def2-TZVPD
Fe -0.4014 -0.1605 0.0524
C -1.6374 1.9821 -5.7544
Si 0.1030 2.4577 -5.1496
C 1.1017 3.0960 -6.5829
C 0.0229 3.7613 -3.8328
C 0.8820 0.8714 -4.5328
C 1.5684 0.0913 -5.5226
C 2.2603 -1.0872 -5.1960
C 2.2046 -1.5005 -3.8643
N 1.4814 -0.8164 -2.8886
C 0.8678 0.2964 -3.1781
S -0.1380 1.0739 -2.0220
H -2.2745 2.7725 -6.2140
H -2.2241 1.5448 -4.9589
H -1.5274 1.1528 -6.4427
H 1.2285 4.1821 -6.5505
H 0.4484 2.8257 -7.4285
H 2.0900 2.5948 -6.7664
H -0.0755 4.7491 -4.2922
H 0.9725 3.7737 -3.2128
H -0.8462 3.5944 -3.1292
H 1.6565 0.4801 -6.5558
H 2.8267 -1.7195 -5.8799
H 2.7749 -2.3935 -3.5082
N 1.9942 -2.8030 -0.7592
C 2.9270 -3.1925 0.2269
C 3.2996 -4.5767 0.2855
C 4.3755 -4.9831 1.0798
C 4.9243 -3.9652 1.8639
C 4.3242 -2.7572 2.1088
C 3.3117 -2.2937 1.2352
P 2.5227 -0.6810 1.2639
C 2.4534 -0.3944 3.0381
C 2.9174 0.8037 3.6481
C 3.1387 0.8868 4.9981
C 2.6945 -0.0989 5.8514
C 2.1253 -1.2733 5.3129
C 2.0914 -1.4152 3.9368
C 4.0250 0.3066 0.8711
C 4.0577 0.8619 -0.3938
C 5.1751 1.5668 -0.8747
C 6.2592 1.6856 -0.0448
C 6.2516 1.1513 1.2422
C 5.1762 0.3987 1.6871
H 1.8658 -3.4740 -1.4888
H 1.9268 -1.8644 -1.1428
H 2.7688 -5.3107 -0.3288
H 4.6748 -6.0397 1.1023
H 5.9009 -4.1728 2.3102
H 4.5861 -2.1416 2.9142
H 3.2484 1.6452 3.0526
H 3.5071 1.8494 5.3673
H 2.7689 0.1093 6.9188
H 1.7665 -2.0233 5.9765
H 1.6563 -2.3338 3.4768
H 3.2747 0.6000 -1.0408
H 5.2184 1.8515 -1.9450
H 7.2323 2.1783 -0.3535
H 7.0341 1.3045 1.9697
H 5.2076 -0.1702 2.6010
S 0.0566 3.0457 2.9126
C 0.1567 2.0778 1.5021
N -0.9322 1.4559 1.2014
C -2.0678 1.9002 1.9434
C -3.3861 1.4183 1.8118
C -4.4072 2.0721 2.5440
C -4.0648 3.0530 3.4464
C -2.7164 3.3160 3.8164
C -1.6747 2.8370 2.9518
H 1.0410 2.0164 0.8919
H -3.5630 0.5498 1.1295
H -5.4569 1.7808 2.3657
H -4.8803 3.5487 3.9108
H -2.3997 3.9990 4.5759
C -1.6475 0.3045 5.8169
C -2.0933 -0.6856 4.8108
C -3.2027 -1.5334 5.0568
C -3.6434 -2.3315 4.0416
N -2.9629 -2.4594 2.8228
C -1.8837 -1.6668 2.7620
S -0.7538 -2.0267 1.4206
N -1.4665 -0.7885 3.6915
H -2.3554 1.1573 5.7395
H -0.6349 0.6745 5.5718
H -1.7732 -0.1076 6.8281
H -3.6457 -1.5675 6.0355
H -4.4905 -2.9758 4.0483
C -4.6905 1.0672 -2.7791
C -3.5492 0.9486 -1.7357
P -2.5796 -0.6246 -1.5330
C -2.4409 -1.2614 -3.3015
C -3.6973 -1.4941 -4.2218
C -3.6475 -1.8043 -0.5573
C -4.9159 -1.3051 0.1198
H -5.2378 1.9853 -2.5458
H -5.4812 0.2699 -2.7233
H -4.2961 1.1779 -3.7655
H -3.8983 1.1398 -0.7039
H -2.8291 1.7382 -1.9199
H -1.8131 -2.1712 -3.2784
H -1.7598 -0.4434 -3.6123
H -3.4990 -2.3681 -4.8106
H -3.7641 -0.6916 -4.9595
H -4.6284 -1.5969 -3.7207
H -2.9670 -2.1787 0.2124
H -3.7693 -2.5795 -1.3173
H -5.4536 -0.5335 -0.4234
H -4.7853 -0.9474 1.1562
H -5.4955 -2.2488 0.2149
```

---

[6]
This record from OMol25 describes one molecule with the formula C6H16N4 at a distorted geometry. The level of theory is wB97M-V/def2-TZVPD.

Gap between HOMO and LUMO ... 9.4 eV
Max |F| ... 3.951 eV/A
HOMO ... -8.8182 eV
M ... 144.22 g/mol
ΔE to the lowest compared entry with this formula, charge and spin ... 53.2 kJ/mol
Structure (SMILES) ... CC(C)(N)/N=N/C(C)(C)N
LUMO energy ... 0.618 eV

The geometry in XYZ format:
```
26
C6H16N4, DFT wB97M-V/def2-TZVPD
C 0.8564 -1.5611 2.0098
C 0.6486 -1.6939 0.4845
C -0.4203 -2.6971 0.1793
N 1.8543 -2.2261 -0.0802
N 0.4178 -0.4282 -0.1913
N -0.5061 0.3283 0.2213
C -0.5278 1.6647 -0.3955
C -1.6544 2.5014 0.1760
C -0.6720 1.6210 -1.9269
N 0.7054 2.3040 -0.0790
H 1.5310 -0.7373 2.2439
H -0.1105 -1.3896 2.5113
H 1.3092 -2.4599 2.4533
H -0.1177 -3.6853 0.5600
H -1.3870 -2.4745 0.6058
H -0.6290 -2.7478 -0.9019
H 2.6034 -1.5526 -0.0353
H 1.7017 -2.4695 -1.0597
H -2.6025 2.0050 0.0425
H -1.6607 3.4943 -0.3103
H -1.5466 2.6304 1.2780
H -1.5968 1.0955 -2.2334
H -0.7253 2.6001 -2.3464
H 0.2042 1.1379 -2.3889
H 1.4823 1.6031 -0.1689
H 0.8423 3.1375 -0.6481
```

---

[7]
This record from OMol25 describes a 6-piece molecular cluster, C36H87N3 overall at a distorted geometry. The level of theory is wB97M-V/def2-TZVPD.

Gap between HOMO and LUMO ... 8.6 eV
Max |F| ... 15.150 eV/A
HOMO ... -7.8689 eV
M ... 562.11 g/mol
ΔE to the lowest compared entry with this formula, charge and spin ... 433.9 kJ/mol
Structure (SMILES) ... CCN(CC)CC.CCN(CC)CC.CCN(CC)CC.CCCCCC.CCCCCC.CCCCCC
LUMO energy ... 0.749 eV

The geometry in XYZ format:
```
126
C36H87N3, DFT wB97M-V/def2-TZVPD
C -1.6282 1.8008 -5.5080
C -0.3175 2.3861 -5.5872
N 0.5873 2.0669 -4.5571
C 2.0181 1.7387 -4.9535
C 2.7826 3.0149 -5.2805
C 0.6053 2.7691 -3.3142
C 1.2771 2.0536 -2.1297
H -2.3474 2.2990 -5.8868
H -2.0584 2.1866 -4.7125
H -1.6949 0.6738 -5.7013
H -0.7182 3.4421 -5.4465
H 0.1359 2.3044 -6.5869
H 2.2332 1.1078 -5.8730
H 2.6807 1.2330 -4.2699
H 3.8292 2.9460 -5.9779
H 3.3389 3.6059 -4.3248
H 2.2823 3.7258 -5.8794
H -0.5233 3.0747 -3.0576
H 0.9574 3.7990 -3.4493
H 0.8935 2.4455 -1.3102
H 2.2260 2.4222 -2.2601
H 1.3259 1.0105 -2.1587
C -3.8404 1.0737 2.6271
C -2.3716 1.2062 2.2158
N -1.7919 -0.1382 2.0041
C -0.8880 -0.3170 0.8883
C 0.4091 0.5622 0.8888
C -1.3671 -0.7717 3.2633
C -1.5464 -2.3419 3.0811
H -4.0105 2.3030 2.5022
H -4.0741 0.7283 3.6259
H -4.4341 0.6361 1.9892
H -1.6465 1.7245 2.8491
H -2.3361 1.6666 1.3000
H -1.3711 -0.0644 -0.0045
H -0.7121 -1.4176 0.6741
H 1.1963 0.3282 1.6721
H 0.4423 1.6276 0.7284
H 1.1505 0.1853 0.2387
H -1.8997 -0.3656 4.0969
H -0.2509 -0.6727 3.3220
H -1.2098 -2.7428 4.0135
H -0.9602 -2.8762 2.3101
H -2.5056 -2.5490 2.9055
C 0.2199 -6.0399 -1.1468
C 0.6225 -4.7035 -0.4083
N 1.8430 -4.0452 -1.0948
C 2.1323 -2.6881 -0.6086
C 2.3247 -2.6327 0.9284
C 3.1309 -4.8356 -1.1671
C 4.4278 -4.2312 -1.8606
H 1.0919 -6.7796 -0.9876
H -0.0985 -5.9172 -2.1042
H -0.6106 -6.4421 -0.8294
H 0.4302 -4.8712 0.6085
H -0.3028 -3.9668 -0.5175
H 1.2104 -2.0303 -0.7848
H 2.9162 -2.2319 -1.1314
H 3.0611 -3.2225 1.2129
H 1.4089 -2.9521 1.4407
H 2.6715 -1.6048 1.2651
H 2.9556 -5.7963 -1.6847
H 3.4420 -4.9898 -0.2273
H 5.1017 -5.1460 -2.0380
H 4.8715 -3.4671 -1.1886
H 4.1520 -3.8497 -2.7275
C -0.8919 4.8907 -0.0560
C -2.4035 4.2065 0.1593
C -2.7624 3.3015 -1.0518
C -4.1213 2.7314 -1.0153
C -4.6030 1.7521 -1.9177
C -6.2174 1.4698 -1.9534
H -0.5293 5.5144 0.6582
H -0.7239 5.1550 -0.8722
H -0.0908 4.0340 0.0645
H -3.3393 4.8417 0.1580
H -2.5425 3.7711 1.1747
H -1.8803 2.6587 -1.1558
H -2.6073 3.9218 -2.1405
H -4.8034 3.6853 -0.9809
H -4.3180 2.3668 0.0602
H -3.9541 0.9433 -2.2023
H -4.4357 2.2031 -2.8439
H -6.7017 1.1237 -2.9825
H -6.6406 2.3608 -2.1615
H -6.4994 0.9835 -0.8996
C 2.8184 3.1655 3.6384
C 2.0636 4.3371 2.9003
C 2.6220 4.4838 1.4710
C 2.4019 5.9106 0.8288
C 2.8628 5.8908 -0.5941
C 4.2998 5.6512 -0.9033
H 2.3149 2.1699 3.6256
H 3.0309 3.3488 4.8420
H 3.7828 3.0653 3.2682
H 2.1987 5.3688 3.3834
H 1.0383 3.9785 2.9947
H 2.1299 3.7570 0.9969
H 3.7407 4.2288 1.2799
H 2.9486 6.6708 1.2524
H 1.4325 6.0502 0.9204
H 2.6603 6.9006 -1.0864
H 2.4154 5.1899 -1.1759
H 4.7966 6.2740 -0.3388
H 4.4803 5.8079 -1.8848
H 4.7040 4.6430 -0.6824
C -3.9592 -5.5794 2.5601
C -2.6350 -5.9039 3.2326
C -1.4698 -6.0006 2.1974
C -0.1148 -6.3947 2.7940
C 0.5823 -5.3536 3.6769
C 2.0562 -5.7481 3.9707
H -4.0388 -5.0916 1.7825
H -4.7449 -5.1513 3.1640
H -4.3315 -6.5731 2.2311
H -2.9581 -6.7314 3.7966
H -2.7674 -5.1492 3.8123
H -1.5589 -5.0486 1.8194
H -1.7437 -6.7275 1.4893
H 0.5360 -6.7804 2.0516
H -0.2649 -7.4518 3.2612
H -0.0124 -5.0981 4.5506
H 0.5164 -4.3312 3.0711
H 2.4974 -5.7965 2.9781
H 2.1842 -6.4310 4.5721
H 2.6811 -4.9126 4.2955
```

---

- max |F| of number 6 (C6H16N4)?
  3.951 eV/A

---

- The lowest max |F| belongs to which entry?
  C29H33IrN6O3S

---

- Which of these has the lowest M?
  C4H7NO2S

---

- What is the formula in the second record?
  C29H33IrN6O3S